*A*
{
  "formula": "CH3NS2",
  "method": "wB97M-V/def2-TZVPD",
  "symbols": ["S", "C", "N", "S", "H", "H", "H"],
  "xyz": [[2.604, 0.056, 0.001], [1.083, 0.234, -0.358], [-0.352, -0.450, 0.486], [-1.802, -0.324, -0.393], [0.594, 0.555, -1.185], [-0.051, -0.911, 1.289], [-2.075, 0.840, 0.160]],
  "smiles": "S=CNS",
  "homo_energy_ev": -9.0,
  "e_lumo_ev": -0.33
}

*B*
{
  "formula": "CH3NS2",
  "method": "wB97M-V/def2-TZVPD",
  "symbols": ["N", "C", "S", "H", "S", "H", "H"],
  "xyz": [[2.526, 0.714, -0.360], [1.720, -0.083, 0.060], [0.937, -1.323, 0.552], [2.564, 1.534, -0.848], [-3.167, -0.208, 0.413], [-2.554, -1.189, -0.203], [-2.026, 0.556, 0.386]],
  "smiles": "N=C=S.S",
  "homo_energy_ev": -9.7,
  "e_lumo_ev": 0.63
}

*C*
{
  "formula": "CH3NS2",
  "method": "wB97M-V/def2-TZVPD",
  "symbols": ["C", "N", "S", "S", "H", "H", "H"],
  "xyz": [[-0.003, 2.465, -0.588], [-0.220, -0.706, 0.658], [-0.447, 3.874, -1.143], [-1.177, 1.374, -0.933], [1.041, 2.349, -0.141], [-1.241, -0.525, 1.111], [-0.457, -1.288, -0.121]],
  "homo_energy_ev": [-8.7, -8.7],
  "e_lumo_ev": [-2.54, -2.54]
}

*D*
{
  "formula": "CH3NS2",
  "method": "wB97M-V/def2-TZVPD",
  "symbols": ["C", "N", "S", "S", "H", "H", "H"],
  "xyz": [[0.224, 0.913, 2.074], [0.139, -0.388, -0.529], [0.830, 1.435, 3.478], [1.375, 0.343, 0.929], [-0.894, 0.902, 1.954], [-0.062, 0.461, -1.032], [0.727, -0.997, -1.097]],
  "homo_energy_ev": -8.9,
  "e_lumo_ev": -0.31
}

We find *B* to be the most stable, with the next structure 1.112 eV higher.

*A*
{
  "formula": "C15H21N3O3S",
  "method": "wB97M-V/def2-TZVPD",
  "symbols": ["C", "N", "C", "O", "C", "C", "C", "C", "C", "C", "C", "C", "N", "C", "O", "C", "C", "S", "N", "C", "C", "O", "H", "H", "H", "H", "H", "H", "H", "H", "H", "H", "H", "H", "H", "H", "H", "H", "H", "H", "H", "H", "H"],
  "xyz": [[-0.480, -0.673, -4.365], [-0.138, -0.299, -3.005], [0.927, 0.460, -2.670], [1.739, 0.912, -3.496], [1.114, 0.836, -1.170], [0.774, 2.318, -0.942], [0.885, 2.770, 0.491], [-0.265, 3.081, 1.222], [-0.112, 3.569, 2.522], [1.161, 3.675, 3.143], [2.305, 3.338, 2.413], [2.168, 2.831, 1.112], [0.266, 0.053, -0.295], [0.653, -0.941, 0.554], [1.812, -1.306, 0.695], [-0.522, -1.575, 1.365], [-0.076, -2.021, 2.783], [-1.526, -2.514, 3.808], [-1.112, -2.715, 0.630], [-1.742, -2.547, -0.558], [-2.100, -3.811, -1.266], [-2.072, -1.467, -1.046], [-1.512, -1.002, -4.391], [0.169, -1.512, -4.669], [-0.288, 0.154, -5.065], [-0.781, -0.593, -2.296], [2.148, 0.693, -0.901], [-0.235, 2.482, -1.310], [1.463, 2.997, -1.499], [-1.207, 3.084, 0.743], [-0.988, 3.915, 3.105], [1.261, 4.102, 4.152], [3.282, 3.489, 2.854], [3.050, 2.501, 0.559], [-0.726, 0.134, -0.379], [-1.259, -0.784, 1.509], [0.637, -2.801, 2.699], [0.524, -1.198, 3.218], [-1.828, -3.632, 3.164], [-0.794, -3.624, 0.845], [-1.359, -4.595, -1.043], [-2.153, -3.597, -2.341], [-3.062, -4.187, -0.878]],
  "smiles": "CNC(=O)[C@@H](Cc1ccccc1)NC(=O)[C@H](CS)NC(C)=O",
  "homo_energy_ev": -9.0,
  "e_lumo_ev": 0.34
}

*B*
{
  "formula": "C15H21N3O3S",
  "method": "wB97M-V/def2-TZVPD",
  "symbols": ["O", "O", "N", "O", "S", "C", "C", "C", "C", "C", "N", "N", "C", "C", "C", "C", "C", "C", "C", "C", "C", "C", "H", "H", "H", "H", "H", "H", "H", "H", "H", "H", "H", "H", "H", "H", "H", "H", "H", "H", "H", "H", "H"],
  "xyz": [[2.694, 0.416, -2.097], [-1.309, 0.712, 0.415], [1.690, 0.581, -1.420], [1.524, -2.958, -0.554], [-1.822, 0.743, 3.378], [-1.366, 0.932, 5.081], [-0.088, 0.472, 5.273], [0.660, 0.123, 4.044], [-0.098, 0.258, 2.917], [0.298, -0.337, 1.587], [1.052, -1.733, -0.040], [-0.480, -0.149, 0.526], [1.023, -2.599, 2.230], [2.807, -1.005, 1.529], [-1.463, -1.599, -3.553], [-1.602, -0.118, -3.172], [-1.552, -2.569, -2.333], [-0.341, 0.575, -2.601], [-1.219, -1.933, -0.997], [0.566, -0.270, -1.771], [1.341, -1.429, 1.340], [-0.043, -1.006, -0.600], [2.490, -2.959, -0.840], [-2.072, 1.246, 5.871], [0.432, 0.508, 6.155], [1.623, -0.403, 4.084], [1.591, -3.439, 1.787], [1.433, -2.518, 3.301], [-0.049, -2.872, 2.262], [3.353, -1.734, 1.015], [3.091, -0.730, 2.560], [2.894, -0.042, 0.893], [-0.620, -1.768, -4.153], [-2.255, -1.806, -4.300], [-2.023, 0.384, -4.023], [-2.366, 0.003, -2.357], [-2.593, -3.020, -2.294], [-0.855, -3.400, -2.620], [-0.384, 1.542, -2.141], [0.181, 0.714, -3.481], [-1.033, -2.880, -0.401], [-2.245, -1.486, -0.837], [0.910, -1.014, -2.488]],
  "homo_energy_ev": -8.0,
  "e_lumo_ev": -0.17
}

We find *A* to be the most stable, with the next structure 9.965 eV higher.

*A*
{
  "formula": "C3H6ClN2",
  "method": "wB97M-V/def2-TZVPD",
  "symbols": ["C", "C", "Cl", "N", "C", "N", "H", "H", "H", "H", "H", "H"],
  "xyz": [[1.981, -0.316, -0.980], [0.992, -0.128, 0.118], [1.742, 0.070, 1.698], [-0.145, -0.027, -0.343], [-1.470, 0.469, 0.793], [-2.583, 0.027, 0.391], [2.706, 0.537, -1.078], [1.535, -0.187, -1.903], [2.520, -1.176, -0.807], [-1.174, 1.137, 1.675], [-3.502, 0.260, 0.842], [-2.602, -0.665, -0.406]],
  "smiles": "C/C(Cl)=N/C=[NH2+]",
  "homo_energy_ev": -15.3,
  "e_lumo_ev": -5.24,
  "charge": 1
}

*B*
{
  "formula": "C3H6ClN2",
  "method": "wB97M-V/def2-TZVPD",
  "symbols": ["C", "C", "C", "N", "N", "Cl", "H", "H", "H", "H", "H", "H"],
  "xyz": [[-0.422, -0.546, 0.016], [-1.137, -1.667, -0.325], [-0.747, -2.964, -0.298], [0.148, 0.443, 0.236], [1.181, 2.700, 0.325], [-1.783, -4.159, -0.887], [-2.223, -1.496, -0.664], [0.202, -3.251, 0.026], [0.704, 1.721, 0.295], [0.600, 3.494, 0.231], [2.029, 2.668, -0.344], [1.448, 3.058, 1.389]],
  "homo_energy_ev": -13.7,
  "e_lumo_ev": -3.91,
  "charge": 1
}

We find *B* to be the most stable, with the next structure 1.489 eV higher.